Record 1
The molecule C2H3BrN2S at a distorted geometry, computed with ωB97M-V/def2-TZVPD.

Its spin multiplicity is 1. As for the total energy: -85977.778 eV. As for the energy above the lowest of the compared OMol25 structures with the same formula, charge and spin: 2.211 eV. Its net charge is 0. The HOMO-LUMO gap comes out at 8.31 eV. Its LUMO energy is -0.1 eV. The SMILES is BrN1CSC=N1.

CARTESIAN COORDINATES (ANGSTROEM)
Br1 2.6639 -0.3361 0.1292
N1 0.9296 0.0699 -0.5230
C1 -0.2485 -1.1237 -0.0725
S1 -1.6388 -0.1284 0.4361
C2 -0.7162 1.3618 0.1858
N2 0.4748 1.2560 -0.2092
H1 -0.4054 -1.6593 -1.0024
H2 0.1344 -1.7497 0.7257
H3 -1.1939 2.3096 0.3303

***

Record 2
The molecule C3H4N2O at a distorted geometry, computed with ωB97M-V/def2-TZVPD.

Its spin multiplicity is 1. As for the total energy: -8198.189 eV. As for the energy above the lowest of the compared OMol25 structures with the same formula, charge and spin: 5.696 eV. Its net charge is 0. The HOMO-LUMO gap (spin up / spin down) comes out at 8.60 / 7.46 eV. Its LUMO energy (spin up / spin down) is -0.6 / -1.1 eV.

CARTESIAN COORDINATES (ANGSTROEM)
C1 1.3879 -0.3409 0.1155
C2 -2.0646 -0.4543 0.1802
C3 0.1724 -0.1773 -0.5126
N1 2.3592 0.3619 -0.2410
N2 -2.4940 0.6688 -0.1100
O1 -0.9985 -0.9556 -0.2795
H1 1.5722 -1.2176 0.8447
H2 -0.0304 0.9321 -0.6479
H3 3.1857 -0.0263 0.1447
H4 -3.0900 1.2091 0.5059

***

Record 3
A cluster of 12 separate species, C26H79N18O12 in total at a distorted geometry, computed with ωB97M-V/def2-TZVPD.

Its spin multiplicity is 2. As for the total energy: -79631.534 eV. Its net charge is 0. The HOMO-LUMO gap (spin up / spin down) comes out at 8.09 / 5.65 eV. Its LUMO energy (spin up / spin down) is -0.5 / -2.9 eV.

CARTESIAN COORDINATES (ANGSTROEM)
C1 -0.6569 -1.3328 0.3398
C2 -0.5987 0.1390 0.6021
C3 0.0787 0.8658 -0.4891
O1 -1.8536 0.7212 0.9601
H1 0.3661 -1.7050 0.2830
H2 -1.2203 -1.5444 -0.5690
H3 -1.1639 -1.7808 1.1944
H4 0.0087 0.2246 1.5032
H5 0.3035 1.8371 -0.0485
H6 -0.5453 0.9950 -1.3734
H7 1.0989 0.5090 -0.6305
C4 1.0148 -4.5909 1.4268
C5 -0.3329 -4.8217 2.1136
C6 -1.0234 -6.0527 1.5251
O2 -2.2324 -6.2085 2.2405
C7 -3.3096 -6.8724 1.6983
N1 0.0124 -5.1622 3.5043
H8 1.3429 -3.6830 1.9330
H9 0.9503 -4.2681 0.3877
H10 1.7689 -5.3397 1.6691
H11 -0.8666 -3.8714 2.1013
H12 -0.3227 -6.8794 1.6416
H13 -1.1224 -5.9466 0.4448
H14 -3.9585 -7.4376 2.3674
H15 -3.0084 -7.5955 0.9404
H16 -4.1271 -6.2604 1.3174
H17 0.3926 -4.3120 3.8950
H18 -0.8312 -5.3203 4.0368
C8 -0.8814 4.4630 -1.5724
C9 -1.4750 4.4829 -0.1194
C10 -1.0519 5.6213 0.6986
O3 -1.4050 5.3577 2.1154
C11 -0.9985 6.5111 2.9267
N2 -2.8997 4.4905 -0.3154
H19 0.0687 3.9316 -1.5185
H20 -0.7362 5.4996 -1.8764
H21 -1.4526 4.0583 -2.4079
H22 -1.1411 3.5238 0.2766
H23 -1.4124 6.6198 0.4512
H24 0.0290 5.6993 0.5814
H25 -1.1506 6.3005 3.9853
H26 -1.6624 7.3386 2.6762
H27 -0.0121 6.8608 2.6220
H28 -3.2726 3.7416 -0.8813
H29 -3.2797 5.3352 -0.7181
C12 3.5497 0.4637 1.4100
C13 3.9988 -0.6121 0.3221
C14 5.5051 -0.8335 0.2100
O4 6.2559 0.2983 -0.2333
C15 6.6669 1.2720 0.8498
N3 3.3238 -1.7826 0.7162
H30 2.4625 0.3925 1.4409
H31 3.7346 1.4899 1.0926
H32 3.8424 0.2711 2.4422
H33 3.7885 -0.2360 -0.6791
H34 5.7661 -1.7216 -0.3655
H35 5.8957 -1.1353 1.1819
H36 6.4790 2.3101 0.5758
H37 7.7155 1.0966 1.0902
H38 6.0843 1.2063 1.7688
H39 2.3527 -1.5905 0.9165
H40 3.6401 -2.2394 1.5597
C16 0.6328 -0.0190 -8.3102
C17 -0.1736 -0.9112 -7.3170
C18 -0.3382 -0.2766 -5.9766
O5 -0.8641 -1.0374 -4.9042
C19 -1.3679 -0.2521 -3.7907
N4 -1.4895 -0.9845 -7.9122
H41 -0.0564 0.7719 -8.6063
H42 0.8714 -0.7213 -9.1088
H43 1.4406 0.4097 -7.7171
H44 0.2413 -1.9180 -7.2690
H45 -0.9064 0.6535 -5.9909
H46 0.6660 0.0688 -5.7309
H47 -0.6143 0.4074 -3.3603
H48 -1.6820 -1.0136 -3.0768
H49 -2.1899 0.4300 -4.0077
H50 -1.4985 -1.4724 -8.7965
H51 -2.1435 -1.4955 -7.3366
C20 -3.9589 -0.7078 -1.5406
O6 -4.1319 -1.1818 -2.6279
N5 -3.5071 0.5450 -1.4357
N6 -3.8689 -1.4247 -0.4625
H52 -3.4033 0.9329 -2.3625
H53 -2.8252 0.6699 -0.7013
H54 -3.1955 -1.1097 0.2211
H55 -3.9853 -2.4235 -0.5569
C21 0.4196 2.8024 4.2145
O7 -0.1086 2.7959 3.1268
N7 0.0653 3.5326 5.2317
N8 1.3483 1.9321 4.4529
H56 0.4356 3.2582 6.1304
H57 -0.6042 4.2884 5.2071
H58 1.4633 1.6321 5.4104
H59 1.4621 1.3272 3.6521
C22 0.3161 -3.9553 -2.6952
O8 0.9571 -4.7703 -3.3040
N9 -0.7928 -4.1175 -2.1075
N10 0.7394 -2.7489 -2.4060
H60 -1.2139 -5.0343 -2.0617
H61 -1.3684 -3.3469 -1.7993
H62 1.6496 -2.4983 -2.7649
H63 0.0289 -2.0784 -2.1493
C23 2.5360 4.0718 0.4691
O9 2.7953 3.2701 -0.4092
N11 1.7787 3.9094 1.4764
N12 3.0763 5.2593 0.4832
H64 1.5234 4.6392 2.1262
H65 1.1467 3.1216 1.4631
H66 3.7873 5.4604 -0.2055
H67 2.9899 5.9966 1.1680
C24 -4.6756 -3.0742 2.8509
O10 -5.8224 -3.4836 3.0595
N13 -3.7922 -3.6152 2.0840
N14 -4.2157 -1.9599 3.3699
H68 -4.1841 -4.2866 1.4391
H69 -2.7976 -3.4404 2.0676
H70 -3.3565 -1.5611 3.0195
H71 -4.7309 -1.4418 4.0673
C25 -1.6771 -0.0306 4.8157
O11 -2.4388 0.8487 4.6557
N15 -1.2471 -0.3433 6.0006
N16 -1.1219 -0.7321 3.8874
H72 -0.8011 -1.2491 5.9769
H73 -1.9054 -0.0608 6.7126
H74 -1.3473 -0.3889 2.9646
H75 -0.3935 -1.4313 3.8616
C26 2.5391 1.8630 -3.3820
O12 2.6661 1.1849 -4.3913
N17 1.7579 2.8770 -3.1835
N18 3.2289 1.5591 -2.3269
H76 1.0816 3.2576 -3.8299
H77 1.7927 3.3355 -2.2842
H78 3.7971 0.7250 -2.2864
H79 3.0693 1.9689 -1.4177